# 1
ORCA calculation (ωB97M-V with the def2-TZVPD basis set) on a molecular structure, C17H18N6O.

Geometry (Å):
C  4.67435  1.85909  -1.02977
C  3.53648  1.23893  -0.55433
N  2.48411  2.10007  -0.51902
C  1.23702  1.46106  -0.00660
N  1.05946  0.08887  0.31889
C  2.05024  -0.63961  0.46483
C  1.89006  -2.00639  1.03539
C  3.03406  -2.70138  0.69145
C  4.23464  -2.25645  0.21484
C  4.47432  -1.04305  -0.15018
C  3.29104  0.09415  -0.08348
H  5.28071  -0.56621  -0.63221
H  5.14455  -3.14806  0.16623
H  2.98265  -3.65278  1.19872
H  1.01393  -2.21808  1.12504
N  0.07198  2.33370  0.15629
C  -1.14670  1.95113  0.42670
N  -2.10213  2.85378  -0.01864
C  -3.33785  2.65405  0.07484
N  -3.68299  1.16625  0.47023
C  -2.84693  0.70474  1.34997
N  -1.52592  1.16185  1.36640
H  -0.68117  0.47745  1.28698
H  -2.94294  -0.31753  1.77287
H  -3.15873  1.39155  2.10297
C  -3.34671  0.40279  -0.91182
C  -3.11611  -1.24856  -0.70622
C  -1.89427  -1.56277  -0.68774
C  -2.32085  -3.12542  -0.32817
C  -3.56384  -3.19424  -0.30316
O  -4.12971  -1.82630  -0.58345
H  -4.30189  -4.00230  -0.35446
H  -1.51820  -3.86134  -0.33048
H  -0.97758  -1.42158  -0.78179
H  -4.38518  0.41452  -1.47907
H  -2.55928  1.02321  -1.43786
H  -3.99228  2.87027  -0.90636
H  -3.82834  3.10404  1.28077
H  0.28050  3.28652  -0.43087
H  4.83264  1.43683  -1.90070
H  4.50106  2.81307  -1.22790
H  5.28579  1.90414  -0.13911

Total energy: -28893.00054 eV
LUMO: -0.6 eV
Largest force on an atom: 0.33925 Eh/bohr
Frontier orbital gap: 0.249 Ha

# 2
ORCA calculation (ωB97M-V with the def2-TZVPD basis set) on a molecular structure, C17H19AlN2O2S2.

Geometry (Å):
Al  1.13269  0.60112  -0.48952
C  -0.43780  1.13215  2.23041
N  0.21420  -0.00703  1.55969
C  -0.80330  -1.00770  1.16552
C  -1.48213  -0.60351  -0.13439
N  -0.47576  -0.51534  -1.20708
C  -0.05802  -1.85816  -1.67573
C  -0.92515  0.25065  -2.36937
C  -2.25651  0.28320  -2.75676
C  -2.63997  0.97950  -3.89008
C  -1.68304  1.64322  -4.64554
C  -0.35370  1.61131  -4.26450
C  0.04931  0.90876  -3.12718
S  1.75096  0.85305  -2.68204
C  1.20788  -0.63714  2.41504
C  0.95809  -0.90977  3.75484
C  1.89847  -1.55948  4.53633
C  3.10593  -1.95222  3.97639
C  3.36449  -1.68274  2.64546
C  2.42561  -1.02006  1.85341
S  2.81637  -0.70476  0.17031
H  -0.99022  0.81441  3.11849
H  -1.14297  1.60493  1.55241
H  0.31590  1.86050  2.52190
H  -1.55732  -1.12006  1.95140
H  -0.30541  -1.96895  1.04379
H  -1.94745  0.37836  -0.03567
H  -2.25275  -1.34104  -0.37541
H  -0.92004  -2.40672  -2.06380
H  0.40598  -2.41981  -0.86722
H  0.68120  -1.73798  -2.46453
H  -3.01046  -0.22269  -2.16663
H  -3.68272  1.00618  -4.17655
H  -1.97655  2.19240  -5.53104
H  0.40000  2.13692  -4.83560
H  0.01815  -0.61686  4.20446
H  1.68431  -1.75375  5.57895
H  3.84426  -2.46525  4.57901
H  4.30044  -1.97655  2.18788
O  -1.64225  2.86082  -0.27817
C  -0.45309  3.08562  -0.32410
O  0.48129  2.17952  -0.23939
H  -0.05894  4.10497  -0.44542

Total energy: -53285.42507 eV
LUMO: 0.5 eV
Largest force on an atom: 0.01923 Eh/bohr
Frontier orbital gap: 0.305 Ha

# 3
ORCA calculation (ωB97M-V with the def2-TZVPD basis set) on a molecular structure, C17H19AsBr2F5NOPd.

Geometry (Å):
Pd  0.38287  0.23382  0.23992
Br  -2.48803  -2.08685  -3.60735
C  -2.93839  -2.07440  -1.80131
C  -4.10921  -2.66498  -1.36548
C  -4.44220  -2.63915  -0.02565
Br  -6.02596  -3.49771  0.50167
C  -3.63340  -1.96767  0.95381
C  -3.94959  -1.87998  2.31870
C  -3.11901  -1.18021  3.15280
C  -1.98093  -0.57004  2.61750
N  -1.65002  -0.65537  1.34236
C  -2.44804  -1.35135  0.52354
C  -2.00357  -1.45744  -0.88303
O  -0.89628  -1.06981  -1.22917
H  -4.75499  -3.15942  -2.07712
H  -4.83994  -2.36465  2.69496
H  -3.32439  -1.09270  4.21097
H  -1.32169  0.00902  3.25193
F  1.15923  2.16959  -1.83569
C  1.39475  0.83051  -1.55536
F  1.16324  0.14729  -2.71782
C  2.91782  0.74878  -1.31667
F  3.24836  -0.41093  -0.72366
F  3.31223  1.73449  -0.47900
F  3.67531  0.84334  -2.42735
C  4.39749  0.97500  2.50669
C  3.22515  1.94816  2.57602
As  1.49759  1.07557  2.29950
C  0.35974  2.65618  2.65391
C  -0.00907  3.36034  1.34518
C  1.41022  0.07275  3.99891
C  1.46384  -1.43356  3.72826
H  5.34078  1.49972  2.66853
H  4.44363  0.49065  1.53093
H  4.31717  0.19828  3.27080
H  3.33071  2.73369  1.82865
H  3.16649  2.41971  3.55854
H  0.88854  3.34490  3.31432
H  -0.54711  2.32988  3.16790
H  0.87947  3.69178  0.80850
H  -0.64017  4.23224  1.53435
H  -0.55562  2.69100  0.68587
H  0.49941  0.33851  4.53806
H  2.25402  0.37661  4.61802
H  0.66602  -1.73605  3.04866
H  1.36777  -2.00931  4.65114
H  2.40690  -1.70508  3.25342

Total energy: -239464.25127 eV
Multiplicity: 3
LUMO (spin up / spin down): -0.9 / -2.9 eV
Largest force on an atom: 0.02827 Eh/bohr
Frontier orbital gap (spin up / spin down): 0.206 / 0.179 Ha

# 4
ORCA calculation (ωB97M-V with the def2-TZVPD basis set) on a molecular structure, C17H19AsCdN5O6S2.

Geometry (Å):
Cd  0.02096  0.00125  -0.23828
C  -3.25223  -4.52520  -2.61732
C  -3.94327  -3.56400  -1.65639
N  -3.20474  -3.37294  -0.41952
C  -2.14199  -2.52078  -0.28660
S  -1.96293  -1.23787  -1.40697
N  -1.38194  -2.85297  0.75554
N  -0.37511  -2.00331  1.03350
C  0.42391  -2.31306  1.98916
C  0.32460  -3.58064  2.78676
C  1.49568  -1.33874  2.32206
C  2.41271  -1.60374  3.33666
C  3.40515  -0.67746  3.61486
C  3.46740  0.49250  2.87964
C  2.51513  0.68978  1.89188
N  1.55873  -0.19371  1.63053
H  -3.84902  -4.66628  -3.52158
H  -2.27761  -4.12636  -2.90443
H  -3.10182  -5.50215  -2.15042
H  -4.05601  -2.58981  -2.12450
H  -4.94047  -3.92708  -1.39967
H  -3.10435  -4.18088  0.17816
H  -0.50115  -4.17247  2.40958
H  1.24908  -4.15956  2.70630
H  0.15514  -3.36592  3.84630
H  2.34995  -2.52520  3.89756
H  4.12580  -0.87492  4.39951
H  4.23280  1.23569  3.05687
H  2.50502  1.58396  1.28018
O  0.46542  0.14661  -3.97247
As  1.92430  0.49790  -3.03539
O  3.21142  0.01256  -3.91763
O  1.75902  -0.17385  -1.50679
C  1.92932  2.46951  -3.10593
C  2.82724  2.96772  -4.04095
C  2.89864  4.33127  -4.29692
C  2.07122  5.21793  -3.62461
C  1.17267  4.74575  -2.67882
C  1.10941  3.38384  -2.42195
S  0.00046  2.82290  -1.16500
O  -0.85924  3.93480  -0.77784
O  0.85175  2.34411  -0.07189
O  -0.74321  1.70252  -1.76582
H  -0.31174  0.36153  -3.43668
H  3.45853  2.25423  -4.55715
H  3.60377  4.70217  -5.03100
H  2.12290  6.27961  -3.83401
H  0.51699  5.41205  -2.13461
N  -1.95156  2.17254  1.21638
C  -1.68565  1.07561  1.49646
H  -1.87837  3.04077  0.70503

Net charge: -1
Total energy: -124749.26665 eV
LUMO: 2.5 eV
Largest force on an atom: 0.01559 Eh/bohr
Frontier orbital gap: 0.278 Ha

# 5
ORCA calculation (ωB97M-V with the def2-TZVPD basis set) on a molecular structure, C17H19AuNO2Si.

Geometry (Å):
Au  0.11376  0.97624  -3.39902
O  3.43649  2.26864  -5.47309
C  2.36699  1.84507  -5.14615
N  1.28814  1.41737  -4.89092
C  -1.76381  -0.31056  2.24703
C  -2.09983  0.23605  0.85438
C  -3.22714  -0.60469  0.24967
C  -2.56483  1.68923  0.98142
Si  -0.57575  0.15737  -0.30593
O  -1.04311  0.57691  -1.76605
C  0.79391  1.25804  0.44974
C  1.41763  1.03098  1.68007
C  2.44029  1.84648  2.14443
C  2.86862  2.92769  1.38882
C  2.24720  3.19626  0.17776
C  1.22199  2.37640  -0.27120
C  0.03098  -1.65011  -0.33544
C  -0.45255  -2.45351  -1.37169
C  -0.04464  -3.77100  -1.52125
C  0.86782  -4.32009  -0.63057
C  1.35801  -3.54380  0.40943
C  0.94132  -2.22664  0.55043
H  -2.66652  -0.36757  2.86788
H  -1.05150  0.33856  2.76163
H  -1.33490  -1.31500  2.18689
H  -4.13389  -0.53633  0.86307
H  -2.93818  -1.65802  0.18862
H  -3.46373  -0.26129  -0.75985
H  -3.44851  1.76165  1.62730
H  -2.81887  2.09678  0.00009
H  -1.77785  2.31575  1.41053
H  1.10434  0.20144  2.30458
H  2.90179  1.64344  3.10436
H  3.67685  3.55760  1.74091
H  2.55862  4.04554  -0.41825
H  0.74147  2.60419  -1.21424
H  -1.15103  -2.02093  -2.08018
H  -0.43778  -4.37595  -2.33005
H  1.20689  -5.34170  -0.75539
H  2.06295  -3.97043  1.11389
H  1.34839  -1.64006  1.36635

Net charge: -1
Total energy: -35097.28133 eV
LUMO: 2.9 eV
Largest force on an atom: 0.02117 Eh/bohr
Frontier orbital gap: 0.302 Ha

# 6
ORCA calculation (ωB97M-V with the def2-TZVPD basis set) on a molecular structure, C17H19B2NO17Tl.

Geometry (Å):
Tl  8.63971  -18.38043  21.77354
O  2.80003  -14.36500  17.16440
C  3.89175  -14.72622  17.40033
O  4.28819  -15.58600  18.32868
B  5.73969  -15.57522  18.44688
O  6.22999  -14.72979  17.36616
C  5.20498  -14.21087  16.68376
O  5.28377  -13.51533  15.73938
O  6.30315  -16.96377  18.33625
C  6.91242  -17.25201  19.44540
O  7.48814  -18.27470  19.75496
C  6.84305  -16.02448  20.38336
O  6.19829  -15.07589  19.78083
O  7.34432  -16.05138  21.46977
O  6.07269  -19.60438  21.90152
C  5.15083  -19.88295  22.62158
O  5.25051  -20.35022  23.85364
B  3.89902  -20.60431  24.39361
O  2.97816  -20.00790  23.40000
C  3.63241  -19.68860  22.30768
O  3.22060  -19.30394  21.27382
O  3.63877  -22.02628  24.62667
C  2.92243  -22.15651  25.73274
O  2.37587  -23.12405  26.12103
C  2.97497  -20.77479  26.48138
O  3.69767  -19.96762  25.69890
O  2.44469  -20.47115  27.48305
C  8.79989  -19.97919  25.04058
C  8.63385  -18.70512  25.89094
C  9.97590  -18.48569  26.60525
C  10.13355  -17.03392  27.05770
C  10.01159  -16.11906  25.86164
C  8.63682  -16.22669  25.19786
N  8.31803  -17.60826  24.94878
O  7.12965  -17.77309  24.27866
C  7.51372  -15.59775  26.07805
C  8.70813  -15.34465  23.90276
C  7.51725  -18.94402  26.90307
H  9.55729  -19.83598  24.25661
H  7.90316  -20.30050  24.52236
H  9.25718  -20.76193  25.64555
H  9.97189  -19.08617  27.51252
H  10.81968  -18.73041  25.96060
H  11.03276  -16.88058  27.65200
H  9.32269  -16.76122  27.74491
H  10.80204  -16.32096  25.13108
H  10.15283  -15.07371  26.13862
H  7.48099  -16.05519  27.06143
H  7.62724  -14.51629  26.10848
H  6.52831  -15.71612  25.61468
H  7.71869  -15.30969  23.45305
H  8.97409  -14.33688  24.19606
H  9.42994  -15.82136  23.24223
H  7.75291  -19.87515  27.41630
H  6.51922  -19.12199  26.48870
H  7.33613  -18.14623  27.62477
H  6.39805  -17.71029  24.93216

Net charge: +1
Total energy: -60277.09434 eV
LUMO: -10.4 eV
Largest force on an atom: 0.03383 Eh/bohr
Frontier orbital gap: 0.060 Ha

# 7
ORCA calculation (ωB97M-V with the def2-TZVPD basis set) on a molecular structure, C17H19B3FIN3O5P.

Geometry (Å):
O  1.21033  -3.24252  -0.90724
C  0.32734  -3.95144  -1.14350
F  -0.27245  -3.88043  -2.36832
C  -0.15116  -5.00335  -0.10949
B  -1.32574  -5.92692  -0.68259
O  -1.38522  -6.50715  -1.95056
B  -2.61728  -6.11454  -2.54238
O  -3.82265  -6.11472  -1.79832
B  -3.48645  -5.49490  -0.56376
P  -4.26994  -3.85729  0.09837
O  -5.92211  -3.80283  -0.21483
I  -3.16776  -2.17071  -1.34048
O  -2.46646  -6.15008  0.14881
H  -0.59601  -4.40573  0.72092
H  0.70248  -5.55368  0.33023
H  -2.62644  -5.75081  -3.67309
H  -6.02685  -3.21236  -0.98442
N  -0.43727  -0.04221  2.12783
C  -0.80920  1.16985  2.54862
C  -0.97108  2.26112  1.70978
C  -0.73068  2.08941  0.35640
C  -0.34241  0.84225  -0.10371
C  -0.21262  -0.18415  0.81741
H  -0.98266  1.25676  3.61595
H  -1.27667  3.22001  2.10686
H  -0.84375  2.91669  -0.33330
H  -0.14502  0.66977  -1.15376
H  0.08626  -1.17932  0.50391
N  0.15005  4.10278  -2.44534
C  -0.22076  5.31506  -2.02524
C  -0.38400  6.40613  -2.86400
C  -0.14584  6.23315  -4.21742
C  0.24155  4.98501  -4.67664
C  0.37248  3.95898  -3.75419
H  -0.39281  5.40309  -0.95723
H  -0.68904  7.36526  -2.46722
H  -0.26097  7.06123  -4.90640
H  0.43725  4.81062  -5.72624
H  0.67018  2.96371  -4.06689
N  2.75186  1.81943  3.29727
C  2.66380  0.48860  3.21174
C  3.61944  -0.38016  3.71781
C  4.73068  0.15936  4.34424
C  4.84351  1.53698  4.44247
C  3.83084  2.31699  3.90677
H  1.77759  0.11361  2.71030
H  3.49512  -1.45070  3.62252
H  5.50020  -0.48575  4.75162
H  5.69690  1.99601  4.92404
H  3.87343  3.39988  3.96272

Total energy: -54787.05576 eV
LUMO: -0.9 eV
Largest force on an atom: 0.05149 Eh/bohr
Frontier orbital gap: 0.291 Ha

# 8
ORCA calculation (ωB97M-V with the def2-TZVPD basis set) on a molecular structure, C17H19BCuN6O3.

Geometry (Å):
H  1.52869  -2.83408  -1.23228
N  -0.47921  -2.17152  -1.09914
B  -2.93222  -1.68435  -1.66787
N  -1.63734  -2.53032  -1.77669
C  -1.38296  -3.58237  -2.58368
Cu  -0.26994  -0.87713  0.40667
H  -2.17032  -4.00126  -3.20027
C  -0.03310  -3.89510  -2.46857
H  0.50486  -4.64828  -3.01122
C  0.50473  -2.97413  -1.55216
H  -3.85422  -2.22281  -2.18805
C  0.84721  4.26981  -0.04734
H  1.00334  4.79046  0.90035
H  0.48966  3.25770  0.15189
H  0.09959  4.80489  -0.63563
N  -2.68066  -0.30589  -2.38302
N  -3.18093  -1.47963  -0.14819
N  -1.61834  0.46073  -1.91552
N  -2.14725  -1.01921  0.66691
C  -3.29144  0.33682  -3.40608
C  -4.31719  -1.55181  0.57425
H  -4.14075  -0.10062  -3.91633
H  -5.23105  -1.88974  0.10298
C  -2.63423  1.56170  -3.61416
C  -4.04572  -1.09834  1.86429
C  -1.60112  1.57700  -2.64154
C  -2.69088  -0.73607  1.86804
H  -2.86095  2.32755  -4.34345
H  -4.73736  -0.99186  2.67949
H  -0.87786  2.36484  -2.46768
H  -2.07389  -0.27043  2.62041
H  1.77413  4.23547  -0.58369
O  3.93723  -0.64505  0.50240
C  4.00877  0.13874  1.58665
C  5.28322  0.36654  2.13787
C  5.40650  1.18947  3.25148
C  4.26949  1.77152  3.83569
C  2.99764  1.52405  3.29715
C  2.84203  0.73850  2.15389
C  1.49830  0.39836  1.59756
O  0.41368  0.61226  2.18950
O  1.50592  -0.20078  0.42057
H  2.94504  -0.62449  0.26722
H  6.14254  -0.11605  1.67090
H  6.40149  1.38216  3.65678
H  4.38458  2.41819  4.71155
H  2.10028  1.92459  3.76808

Total energy: -78338.57024 eV
Multiplicity: 2
LUMO (spin up / spin down): 0.4 / -1.5 eV
Largest force on an atom: 0.04496 Eh/bohr
Frontier orbital gap (spin up / spin down): 0.325 / 0.254 Ha